1.
{
  "formula": "C4H6F3NO2",
  "method": "wB97M-V/def2-TZVPD",
  "energy_ev": -17982.4178,
  "max_force_ev_per_a": 4.16,
  "homo_ev": -10.3,
  "total_charge": 0,
  "species": ["C", "N", "C", "C", "O", "O", "C", "F", "F", "F", "H", "H", "H", "H", "H", "H"],
  "xyz": [[-0.37804, -1.67239, 0.22099], [-0.09425, -0.28181, -0.20864], [-0.01904, 0.66275, 0.88455], [1.28438, 1.52706, 0.99169], [1.37768, 2.27864, 1.90618], [2.23814, 1.28024, 0.10600], [-0.84123, -0.06238, -1.31523], [-2.19384, -0.40267, -1.14168], [-0.76545, 1.33821, -1.65197], [-0.48610, -0.71137, -2.38692], [-1.40898, -1.65006, 0.42437], [-0.29913, -2.33584, -0.77429], [0.44844, -2.02423, 0.95737], [-0.84794, 1.37769, 0.88686], [-0.11167, -0.05416, 1.78429], [2.09703, 0.73032, -0.68357]],
  "lowdin_charge": [-0.0284, -0.1307, -0.0534, -0.5153, 0.1295, 0.1320, -0.6275, 0.0808, 0.0695, 0.1809, 0.0658, 0.1386, 0.1355, 0.1391, 0.1562, 0.1274]
}

=====

2.
{
  "formula": "C35H50BBr2F4NO4PPtS3Si2Te",
  "method": "wB97M-V/def2-TZVPD",
  "energy_ev": -266512.2330,
  "max_force_ev_per_a": 0.64,
  "homo_ev": [-9.7, -9.7],
  "total_charge": 1,
  "species": ["Pt", "Br", "C", "C", "C", "Br", "C", "C", "C", "C", "N", "C", "C", "O", "H", "H", "H", "H", "F", "B", "F", "F", "F", "O", "S", "C", "C", "C", "C", "C", "C", "C", "C", "C", "C", "C", "C", "H", "H", "H", "H", "H", "H", "H", "H", "H", "H", "C", "Si", "C", "C", "C", "Te", "C", "Si", "C", "C", "C", "H", "H", "H", "H", "H", "H", "H", "H", "H", "H", "H", "H", "H", "H", "H", "H", "H", "H", "H", "H", "H", "H", "C", "C", "C", "O", "P", "S", "S", "O", "C", "C", "C", "H", "H", "H", "H", "H", "H", "H", "H", "H", "H", "H", "H", "H", "H"],
  "xyz": [[1.64692, -0.31232, -0.87176], [-1.70399, -0.21002, -4.68320], [-0.56690, -1.59158, -4.10471], [-0.54490, -2.80428, -4.81543], [0.25517, -3.84355, -4.42777], [0.23539, -5.45296, -5.41250], [1.09752, -3.70961, -3.29972], [1.98347, -4.69360, -2.79786], [2.75305, -4.43304, -1.69869], [2.66331, -3.18057, -1.06686], [1.84192, -2.25861, -1.51738], [1.05568, -2.48354, -2.61139], [0.20679, -1.40334, -2.97928], [0.15857, -0.31648, -2.22863], [-1.18045, -2.90768, -5.68418], [2.04645, -5.64972, -3.29945], [3.44270, -5.16788, -1.30937], [3.27065, -2.91466, -0.20963], [1.63461, 0.16335, 2.34516], [2.95118, -0.32026, 2.18061], [3.16694, -0.45481, 0.71300], [3.87958, 0.54259, 2.66806], [3.03521, -1.60347, 2.70430], [-1.33967, -0.50071, 1.22961], [-1.23619, 0.76897, 0.31498], [-2.86735, 0.96698, -0.32296], [-2.95106, 1.23658, -1.68046], [-4.20812, 1.40174, -2.24741], [-5.34131, 1.28097, -1.45819], [-5.23606, 1.00435, -0.09654], [-3.99102, 0.85437, 0.48634], [-1.14381, 2.16472, 1.41581], [-1.31944, 3.41986, 0.84436], [-1.18533, 4.53811, 1.64760], [-0.86742, 4.39583, 2.99428], [-0.68161, 3.13586, 3.53967], [-0.81786, 2.00503, 2.74520], [-2.05154, 1.27292, -2.28449], [-4.29826, 1.60443, -3.30599], [-6.32006, 1.39947, -1.90399], [-6.12844, 0.91280, 0.50798], [-3.89113, 0.64477, 1.54411], [-1.55591, 3.52443, -0.20788], [-1.32434, 5.52281, 1.22240], [-0.75979, 5.27454, 3.61605], [-0.42068, 3.02429, 4.58385], [-0.65058, 1.02188, 3.14708], [-2.68492, -0.97273, 4.35842], [-1.04120, -1.84281, 4.60251], [-1.30235, -3.26780, 5.78370], [0.31293, -0.74785, 5.26936], [-0.48752, -2.73479, 3.01022], [0.22417, -2.06623, 1.12240], [-0.88285, -3.50131, 0.05195], [-2.70501, -3.30915, -0.46862], [-2.83800, -2.00544, -1.80236], [-3.72895, -2.89999, 1.03822], [-3.15496, -4.97914, -1.16937], [-2.82641, -0.20562, 5.12353], [-3.50162, -1.69165, 4.45727], [-2.76875, -0.49790, 3.38311], [-1.60579, -2.89428, 6.76494], [-0.38831, -3.84851, 5.92427], [-2.08537, -3.94400, 5.43370], [-0.04457, -0.26386, 6.18244], [0.66504, 0.01954, 4.58370], [1.18044, -1.35535, 5.53765], [-1.27373, -3.45541, 2.77165], [0.40464, -3.30089, 3.31068], [-0.79727, -4.36592, 0.71938], [-0.29895, -3.71938, -0.84751], [-3.70055, -1.35836, -1.63060], [-2.96815, -2.47543, -2.78036], [-1.95268, -1.36869, -1.86889], [-3.42111, -1.94856, 1.47732], [-3.65027, -3.67572, 1.80400], [-4.78411, -2.81520, 0.76722], [-2.51240, -5.22652, -2.01815], [-4.18674, -4.98002, -1.52862], [-3.06125, -5.77625, -0.42912], [2.05553, 5.10115, -3.23719], [2.36678, 3.63084, -3.39179], [2.86655, 3.25613, -4.76828], [3.42229, 3.33011, -2.42014], [3.40464, 2.06798, -1.48166], [3.55279, 0.31632, -2.42709], [1.62172, 1.98095, -0.46936], [4.65332, 2.25748, -0.57491], [5.06294, 3.37718, 0.28979], [5.60509, 4.51146, -0.55082], [3.95338, 3.79000, 1.22974], [1.28343, 5.39233, -3.95015], [2.94716, 5.69823, -3.43232], [1.69818, 5.32131, -2.23077], [1.49544, 3.02871, -3.12289], [3.75568, 3.83548, -5.02028], [2.09361, 3.46977, -5.50782], [3.10965, 2.19577, -4.81854], [5.87108, 2.92062, 0.85855], [4.80731, 5.03448, -1.07701], [6.32644, 4.14438, -1.27954], [6.11055, 5.22200, 0.10468], [3.14786, 4.30089, 0.69637], [4.36539, 4.48974, 1.95861], [3.54786, 2.93292, 1.76404]],
  "lowdin_charge": [0.7916, 0.8839, -0.5980, -0.1455, -0.6235, 0.8191, -0.1844, 0.0036, -0.0072, -0.1090, -0.1468, -0.1808, -0.4184, -0.3085, 0.1058, 0.0933, 0.1212, 0.1279, 0.0272, -1.2974, -0.0995, 0.1945, 0.1175, -0.6900, 1.0023, -0.3974, -0.1180, -0.0629, -0.0489, -0.0475, -0.0531, -0.3993, -0.0916, -0.0543, -0.0545, -0.0402, -0.0622, 0.0700, 0.1102, 0.1149, 0.1158, 0.1147, 0.1172, 0.1140, 0.1129, 0.1167, 0.0759, -0.1645, 0.4518, -0.1772, -0.1566, -0.4541, 1.7594, -0.4599, 0.4675, -0.1483, -0.1617, -0.1669, 0.0416, 0.0389, -0.0107, 0.0426, 0.0393, 0.0362, 0.0435, 0.0106, 0.0487, 0.0092, 0.0294, 0.0324, 0.0039, 0.0375, 0.0450, -0.0001, 0.0019, 0.0399, 0.0460, 0.0348, 0.0434, 0.0393, -0.0365, -0.4592, -0.0402, -0.2882, -0.0195, 0.3891, 0.4135, -0.2689, -0.3960, -0.0425, -0.0591, 0.0895, 0.0916, 0.0808, 0.1074, 0.0935, 0.0906, 0.0594, 0.1490, 0.0732, 0.0922, 0.0922, 0.0710, 0.0957, 0.0668]
}

=====

3.
{
  "formula": "C23H23BrF6N4O2PTa",
  "method": "wB97M-V/def2-TZVPD",
  "energy_ev": -131448.4397,
  "max_force_ev_per_a": 1.76,
  "homo_ev": [-17.7, -18.3],
  "multiplicity": 2,
  "total_charge": 3,
  "s2": 0.78,
  "species": ["Ta", "Br", "C", "C", "C", "C", "C", "N", "C", "O", "O", "H", "H", "H", "C", "C", "C", "C", "C", "C", "C", "C", "C", "C", "H", "H", "H", "H", "H", "H", "H", "C", "C", "N", "C", "N", "C", "C", "C", "N", "C", "H", "H", "H", "H", "H", "H", "H", "H", "H", "H", "H", "H", "H", "F", "P", "F", "F", "F", "F", "F"],
  "xyz": [[-0.55668, 0.90057, 0.05652], [-3.51511, -1.46782, 0.58341], [-3.01559, -1.03042, -1.16120], [-3.83305, -1.50768, -2.18974], [-3.48157, -1.28434, -3.49915], [-2.29317, -0.60617, -3.77196], [-1.55392, -0.16577, -2.71435], [-1.89453, -0.34024, -1.39776], [-0.27661, 0.53063, -2.94070], [0.31459, 0.78730, -3.91373], [0.25078, 0.87676, -1.63654], [-4.73325, -2.05162, -1.93849], [-4.11060, -1.64248, -4.30474], [-1.95395, -0.41903, -4.78261], [3.82677, 4.30926, 1.19325], [3.34493, 3.57550, 0.13863], [2.26190, 2.69626, 0.32894], [1.63319, 2.53695, 1.58540], [0.53488, 1.64208, 1.75853], [0.00889, 1.54532, 3.09386], [0.51323, 2.27037, 4.14228], [1.58693, 3.16372, 3.93835], [2.15181, 3.29654, 2.67125], [3.23193, 4.17507, 2.46990], [4.65879, 4.98829, 1.05879], [3.79580, 3.66406, -0.84154], [1.93198, 2.11638, -0.52719], [-0.83904, 0.90302, 3.29093], [0.08289, 2.17893, 5.13152], [1.96739, 3.75318, 4.76569], [3.61250, 4.75615, 3.30304], [1.54549, -4.08093, -1.92394], [1.29274, -2.75172, -2.58929], [0.93927, -1.75327, -1.56146], [0.41755, -2.01005, -0.35953], [0.13424, -0.92095, 0.49739], [-0.00880, -1.29902, 1.95993], [0.42846, -2.69983, 2.29581], [-0.24584, -3.64636, 1.33901], [0.21126, -3.26146, -0.00851], [0.41602, -4.38406, -0.96962], [2.48901, -4.04639, -1.37521], [1.62709, -4.87183, -2.66666], [0.48390, -2.81007, -3.31869], [2.18108, -2.39106, -3.10032], [1.34692, -0.83958, -1.64920], [-1.06298, -1.21396, 2.23406], [0.56596, -0.59534, 2.54344], [0.14238, -2.91559, 3.32469], [1.51204, -2.80812, 2.21702], [-1.33465, -3.62055, 1.40791], [0.07338, -4.67063, 1.50656], [-0.52775, -4.57223, -1.48461], [0.64827, -5.26306, -0.37720], [-1.11433, 3.15184, -1.21778], [-2.52466, 3.72123, -0.46900], [-3.78970, 4.04062, 0.35799], [-3.15807, 2.41335, -0.99406], [-1.62772, 3.86190, 0.78271], [-2.11164, 1.16830, 1.08788], [-2.60103, 4.91805, -1.37992]],
  "lowdin_charge": [1.9309, 0.9550, -0.6850, -0.0477, 0.0385, 0.0655, -0.1928, -0.0350, -0.4196, 0.2595, -0.2919, 0.1263, 0.1465, 0.1541, 0.0299, 0.0153, 0.0417, -0.1841, -0.1958, -0.0792, 0.0216, 0.0968, -0.1538, 0.1088, 0.1407, 0.1377, 0.0935, 0.1071, 0.1389, 0.1493, 0.1492, -0.1282, -0.1139, 0.1072, -0.2938, -0.0927, -0.2048, -0.1238, -0.1013, 0.0136, -0.0800, 0.1379, 0.1428, 0.1319, 0.1431, 0.1225, 0.0867, 0.0894, 0.1465, 0.1416, 0.1190, 0.1391, 0.1466, 0.1359, -0.2034, 0.3484, -0.0150, -0.0472, -0.0405, -0.3901, 0.0605]
}